Record 1
Below is a cluster of 8 separate species, C36H102Cl6N15O5P5 in total at a distorted geometry, with properties calculated with wB97M-V/def2-TZVPD.

Calculated values
Structure (SMILES): CN(C)P(=O)(N(C)C)N(C)C.CN(C)P(=O)(N(C)C)N(C)C.CN(C)P(=O)(N(C)C)N(C)C.CN(C)P(=O)(N(C)C)N(C)C.CN(C)P(=O)(N(C)C)N(C)C.ClCCCl.ClCCCl.ClCCCl
Orbital gap (eV): 8.586
HOMO energy (eV): -8.17
E_LUMO (eV): 0.42

```
! RIJCOSX wB97M-V def2-TZVPD def2/J DEFGRID3
* xyz 0 1
O 4.658 -5.136 0.562
P 3.778 -5.888 -0.356
N 4.257 -5.771 -1.964
C 4.358 -4.450 -2.568
C 5.016 -6.849 -2.600
N 2.196 -5.278 -0.481
C 1.279 -5.666 -1.538
C 1.790 -4.179 0.372
N 3.636 -7.516 0.013
C 4.185 -8.071 1.235
C 2.706 -8.419 -0.646
H 4.983 -4.540 -3.459
H 4.892 -3.699 -1.978
H 3.407 -4.038 -2.915
H 5.849 -7.306 -2.058
H 5.299 -6.618 -3.622
H 4.355 -7.723 -2.674
H 0.358 -6.106 -1.141
H 0.914 -4.789 -2.088
H 1.773 -6.330 -2.238
H 2.619 -3.500 0.559
H 0.921 -3.695 -0.072
H 1.461 -4.573 1.344
H 3.444 -7.953 2.034
H 4.514 -9.111 1.213
H 5.093 -7.519 1.488
H 2.535 -8.173 -1.691
H 1.741 -8.390 -0.123
H 3.049 -9.454 -0.609
O 6.530 -0.729 -1.078
P 5.429 0.264 -1.052
N 5.915 1.839 -1.228
C 7.232 2.252 -0.755
C 5.260 2.760 -2.156
N 4.632 0.186 0.430
C 4.794 1.202 1.476
C 4.262 -1.121 0.962
N 4.263 -0.051 -2.227
C 4.730 -0.531 -3.532
C 2.853 0.104 -1.913
H 7.132 3.254 -0.324
H 7.897 2.408 -1.612
H 7.602 1.500 -0.065
H 4.294 3.113 -1.791
H 5.140 2.305 -3.141
H 5.916 3.625 -2.253
H 5.830 1.132 1.832
H 4.668 2.173 0.997
H 4.157 1.076 2.348
H 4.940 -1.461 1.750
H 3.280 -1.057 1.444
H 4.172 -1.858 0.167
H 4.590 -1.616 -3.543
H 4.376 -0.067 -4.451
H 5.813 -0.410 -3.454
H 2.284 0.291 -2.826
H 2.623 0.976 -1.297
H 2.462 -0.790 -1.421
O -1.666 0.845 -3.503
P -1.450 0.097 -4.757
N -0.075 -0.847 -4.730
C -0.041 -1.787 -3.607
C 1.216 -0.239 -5.116
N -1.233 1.060 -6.147
C -1.405 2.485 -6.113
C -1.231 0.447 -7.456
N -2.706 -0.916 -5.177
C -2.533 -2.280 -5.652
C -4.067 -0.435 -5.022
H -0.964 -2.364 -3.524
H 0.103 -1.218 -2.687
H 0.708 -2.567 -3.761
H 2.005 -0.908 -4.790
H 1.346 0.776 -4.730
H 1.157 -0.126 -6.199
H -1.482 2.813 -5.073
H -0.556 3.089 -6.463
H -2.272 2.905 -6.634
H -0.879 -0.585 -7.449
H -2.262 0.351 -7.829
H -0.700 1.010 -8.223
H -1.596 -2.351 -6.205
H -2.417 -2.976 -4.815
H -3.332 -2.611 -6.314
H -4.435 -0.105 -6.007
H -4.196 0.415 -4.359
H -4.747 -1.265 -4.824
O -5.001 0.828 2.608
P -5.960 1.849 2.133
N -5.750 3.323 2.901
C -6.748 4.372 3.019
C -4.476 3.619 3.544
N -7.639 1.594 2.227
C -8.236 1.511 3.549
C -8.107 0.533 1.356
N -5.763 2.145 0.499
C -6.592 3.072 -0.222
C -4.485 1.790 -0.104
H -7.585 4.107 3.669
H -7.171 4.613 2.040
H -6.404 5.349 3.357
H -4.008 2.705 3.898
H -4.565 4.308 4.387
H -3.809 4.168 2.867
H -9.305 1.756 3.475
H -8.216 0.491 3.940
H -7.883 2.307 4.197
H -7.937 -0.463 1.783
H -9.176 0.555 1.116
H -7.670 0.563 0.357
H -6.014 3.958 -0.508
H -6.949 2.641 -1.170
H -7.518 3.243 0.322
H -3.681 2.497 0.110
H -4.629 1.626 -1.174
H -4.157 0.824 0.284
O -1.152 1.790 7.607
P 0.125 2.048 6.898
N 1.359 0.933 7.198
C 1.317 0.127 8.423
C 2.642 0.974 6.508
N 0.930 3.533 7.128
C 1.692 3.674 8.353
C 0.204 4.739 6.742
N -0.143 2.018 5.222
C -1.455 1.646 4.731
C 0.845 2.115 4.155
H 1.973 0.648 9.133
H 1.776 -0.843 8.220
H 0.338 -0.028 8.865
H 2.854 2.013 6.258
H 2.677 0.336 5.621
H 3.418 0.540 7.142
H 2.480 2.935 8.502
H 2.333 4.566 8.287
H 1.124 3.887 9.264
H 0.768 5.661 6.849
H -0.023 4.612 5.676
H -0.809 4.812 7.152
H -1.412 0.721 4.137
H -2.110 1.378 5.557
H -1.839 2.430 4.072
H 1.437 3.026 4.263
H 0.267 2.269 3.241
H 1.455 1.231 3.954
Cl -1.047 2.894 0.787
C -0.559 1.515 -0.196
C 0.224 0.546 0.707
Cl 0.157 -1.058 -0.013
H 0.030 1.851 -1.046
H -1.473 1.022 -0.516
H -0.247 0.495 1.684
H 1.256 0.888 0.768
Cl -1.503 5.545 -1.654
C 0.184 4.968 -1.851
C 0.381 4.372 -3.245
Cl 2.099 3.874 -3.496
H 0.342 4.206 -1.095
H 0.861 5.808 -1.732
H 0.146 5.161 -3.955
H -0.199 3.477 -3.452
Cl -2.945 -2.514 -0.796
C -3.883 -1.510 -1.972
C -5.268 -1.376 -1.431
Cl -6.427 -0.419 -2.407
H -3.849 -2.147 -2.850
H -3.309 -0.593 -2.090
H -5.296 -1.074 -0.386
H -5.749 -2.351 -1.505
*
```


Record 2
Below is a cluster of 13 separate species, C36H102N4O23 in total at a distorted geometry, with properties calculated with wB97M-V/def2-TZVPD.

Calculated values
Orbital gap (eV): 8.794
HOMO energy (eV): -8.52
E_LUMO (eV): 0.28

```
! RIJCOSX wB97M-V def2-TZVPD def2/J DEFGRID3
* xyz 0 1
C 7.109 -4.463 -3.337
O 6.635 -3.453 -4.178
C 7.520 -2.435 -4.674
C 6.725 -1.356 -5.421
N 5.670 -0.785 -4.553
C 4.616 -0.140 -5.331
C 3.318 -0.062 -4.464
O 3.089 -1.375 -3.962
C 1.822 -1.416 -3.237
H 7.542 -5.219 -3.993
H 6.333 -4.868 -2.687
H 7.814 -4.035 -2.624
H 8.268 -2.766 -5.395
H 8.118 -1.996 -3.875
H 6.201 -1.928 -6.187
H 7.415 -0.638 -5.863
H 5.187 -1.553 -4.109
H 4.409 -0.643 -6.276
H 4.964 0.871 -5.540
H 2.501 0.259 -5.110
H 3.490 0.652 -3.659
H 0.972 -1.649 -3.879
H 1.592 -0.582 -2.574
H 1.938 -2.329 -2.654
C -1.265 -2.963 5.002
O -1.653 -3.707 3.835
C -1.687 -2.949 2.633
C -2.232 -3.807 1.501
N -3.734 -3.992 1.747
C -4.431 -4.704 0.671
C -4.563 -3.944 -0.637
O -5.228 -4.816 -1.556
C -5.591 -4.094 -2.705
H -0.197 -2.750 4.974
H -1.423 -3.623 5.856
H -1.826 -2.033 5.093
H -0.637 -2.684 2.508
H -2.313 -2.071 2.789
H -1.645 -4.718 1.392
H -2.070 -3.194 0.614
H -3.930 -4.484 2.607
H -5.404 -5.007 1.058
H -4.015 -5.705 0.560
H -3.597 -3.624 -1.029
H -5.123 -3.028 -0.451
H -4.830 -3.499 -3.210
H -6.329 -3.362 -2.378
H -6.106 -4.705 -3.446
C 6.472 0.608 2.500
O 5.139 0.288 2.281
C 4.449 -0.220 3.378
C 3.089 -0.850 2.946
N 3.386 -2.118 2.263
C 2.267 -2.486 1.398
C 2.308 -3.906 0.938
O 3.496 -4.294 0.269
C 3.424 -5.640 -0.229
H 6.812 1.184 1.639
H 7.025 -0.331 2.536
H 6.654 1.098 3.456
H 4.254 0.560 4.114
H 5.050 -1.007 3.833
H 2.644 -0.166 2.223
H 2.453 -0.918 3.828
H 4.140 -1.939 1.615
H 2.433 -1.875 0.510
H 1.297 -2.281 1.853
H 1.430 -4.096 0.321
H 2.244 -4.502 1.848
H 3.465 -6.369 0.580
H 4.357 -5.787 -0.774
H 2.517 -5.793 -0.814
C -7.206 0.524 -1.779
O -7.010 1.545 -0.670
C -7.564 2.772 -0.866
C -7.160 3.806 0.221
N -7.174 3.257 1.556
C -6.597 4.186 2.542
C -6.328 3.386 3.871
O -5.454 2.214 3.745
C -4.129 2.338 3.195
H -6.533 0.678 -2.623
H -8.225 0.567 -2.165
H -7.039 -0.432 -1.282
H -8.638 2.716 -1.044
H -7.180 3.156 -1.811
H -7.806 4.684 0.199
H -6.143 4.100 -0.038
H -6.614 2.419 1.491
H -7.320 4.986 2.703
H -5.624 4.593 2.267
H -7.259 3.005 4.290
H -5.864 3.997 4.644
H -4.018 2.495 2.122
H -3.522 1.440 3.309
H -3.569 3.108 3.725
C -2.842 3.900 -1.147
C -1.657 3.891 -2.157
O -1.141 2.638 -2.413
O -2.433 3.691 0.138
H -3.575 3.174 -1.499
H -3.377 4.847 -1.214
H -0.896 4.646 -1.960
H -1.991 4.274 -3.121
H -1.863 2.018 -2.285
H -2.564 2.744 0.224
C 5.083 0.147 -1.017
C 4.893 -1.333 -1.100
O 5.125 -2.052 0.071
O 4.047 0.637 -0.184
H 4.820 0.569 -1.987
H 6.003 0.617 -0.671
H 5.505 -1.772 -1.889
H 3.846 -1.516 -1.339
H 4.609 -2.862 0.085
H 4.239 0.264 0.679
C -3.487 -0.120 -2.316
C -2.236 -0.779 -2.863
O -1.792 -1.808 -1.943
O -3.023 0.632 -1.184
H -4.261 -0.841 -2.053
H -3.831 0.591 -3.067
H -1.387 -0.110 -3.004
H -2.316 -1.195 -3.867
H -1.409 -1.438 -1.144
H -3.180 -0.005 -0.483
C 2.482 3.493 -2.533
C 3.423 4.712 -2.577
O 4.575 4.577 -1.795
O 1.498 3.569 -1.508
H 3.035 2.558 -2.441
H 2.016 3.363 -3.510
H 3.039 5.720 -2.428
H 3.808 4.586 -3.588
H 4.239 4.321 -0.933
H 0.913 2.812 -1.586
C 0.165 0.799 0.113
C 0.136 1.852 1.238
O -1.079 1.838 1.976
O -0.452 -0.343 0.546
H 1.216 0.642 -0.128
H -0.222 1.153 -0.842
H 0.263 2.844 0.805
H 0.979 1.687 1.909
H -0.939 2.458 2.695
H -0.972 -0.083 1.311
C 0.457 0.871 4.970
C -0.920 1.455 5.311
O -1.012 2.736 4.683
O 1.590 1.568 5.418
H 0.576 0.541 3.938
H 0.526 -0.075 5.506
H -1.035 1.632 6.380
H -1.673 0.789 4.889
H -0.797 3.406 5.337
H 1.520 2.344 4.856
O 1.679 3.634 3.722
H 2.441 4.022 3.291
H 0.968 4.253 3.554
O 0.083 5.881 -0.047
H -0.602 5.280 -0.338
H 0.842 5.660 -0.587
O -3.720 -0.960 0.790
H -3.622 -1.755 1.313
H -4.577 -0.613 1.038
*
```


Record 3
Below is a cluster of 11 separate species, C36H102N8O13 in total at a distorted geometry, with properties calculated with wB97M-V/def2-TZVPD.

Calculated values
Structure (SMILES): COC[C@H](C)N.COC[C@H](C)N.COC[C@H](C)N.COC[C@H](C)N.COC[C@H](C)N.COC[C@H](C)N.COC[C@H](C)N.COC[C@H](C)N.OCCO.OCCO.O
Orbital gap (eV): 9.686
HOMO energy (eV): -9.17
E_LUMO (eV): 0.51

```
! RIJCOSX wB97M-V def2-TZVPD def2/J DEFGRID3
* xyz 0 1
O 0.209 2.752 -2.302
H -0.702 3.106 -2.126
H 0.790 3.499 -2.173
C -4.588 3.184 -2.313
C -3.089 2.904 -2.559
C -2.695 2.740 -4.024
O -3.490 1.743 -4.743
C -3.048 0.389 -4.409
N -2.254 3.842 -1.840
H -4.819 4.177 -2.739
H -4.858 3.273 -1.251
H -5.218 2.443 -2.787
H -2.841 1.961 -2.063
H -1.664 2.672 -4.237
H -2.930 3.703 -4.511
H -2.868 -0.086 -5.396
H -3.820 -0.146 -3.811
H -2.120 0.478 -3.831
H -2.445 3.866 -0.847
H -2.381 4.775 -2.165
C 6.437 -0.785 2.324
C 5.273 -1.084 1.370
C 4.273 -2.094 1.943
O 3.430 -2.558 0.864
C 2.109 -2.823 1.333
N 4.619 0.200 1.047
H 7.036 -1.701 2.555
H 6.129 -0.393 3.332
H 7.119 -0.024 1.896
H 5.635 -1.501 0.434
H 3.717 -1.577 2.719
H 4.791 -2.891 2.485
H 2.029 -3.621 2.074
H 1.451 -3.148 0.521
H 1.632 -1.954 1.821
H 4.296 0.661 1.894
H 3.769 0.152 0.534
C 2.904 1.208 -2.533
C 4.234 0.468 -2.776
C 4.435 0.216 -4.272
O 3.337 -0.503 -4.766
C 3.353 -0.743 -6.121
N 5.386 1.221 -2.264
H 2.759 1.605 -1.517
H 2.000 0.628 -2.807
H 2.838 2.074 -3.239
H 4.171 -0.471 -2.211
H 5.388 -0.352 -4.564
H 4.561 1.178 -4.700
H 4.388 -0.914 -6.471
H 2.946 0.050 -6.756
H 2.809 -1.668 -6.202
H 5.120 2.203 -2.442
H 5.331 1.113 -1.273
C -2.205 -4.099 -3.606
C -2.900 -4.023 -2.249
C -1.991 -3.432 -1.171
O -2.557 -3.448 0.106
C -2.341 -4.739 0.731
N -4.036 -3.129 -2.410
H -2.900 -4.465 -4.383
H -1.330 -4.724 -3.572
H -1.844 -3.139 -3.967
H -3.164 -5.075 -1.997
H -1.952 -2.356 -1.426
H -1.006 -3.875 -1.179
H -1.352 -4.759 1.197
H -2.415 -5.592 0.060
H -3.159 -4.755 1.477
H -4.098 -2.565 -1.549
H -4.973 -3.565 -2.422
C 1.649 -6.251 -0.096
C 2.055 -6.464 -1.585
C 2.390 -5.083 -2.146
O 1.310 -4.216 -1.831
C 1.526 -2.929 -2.330
N 3.242 -7.385 -1.646
H 1.479 -7.216 0.384
H 0.752 -5.694 -0.031
H 2.400 -5.637 0.458
H 1.233 -6.904 -2.071
H 2.561 -5.206 -3.248
H 3.309 -4.645 -1.707
H 1.577 -2.898 -3.467
H 2.462 -2.532 -2.046
H 0.704 -2.295 -1.989
H 3.420 -7.718 -2.556
H 4.090 -7.030 -1.221
C 0.236 -3.429 4.767
C 1.098 -2.250 5.183
C 0.777 -0.887 4.609
O 2.044 -0.098 4.855
C 1.725 1.319 4.734
N 0.926 -2.289 6.600
H 0.380 -3.736 3.703
H -0.788 -3.118 4.847
H 0.464 -4.276 5.414
H 2.162 -2.444 5.023
H -0.038 -0.392 5.128
H 0.582 -0.846 3.537
H 2.547 1.923 5.054
H 0.951 1.554 5.438
H 1.374 1.556 3.742
H -0.054 -2.176 6.857
H 1.372 -1.457 7.040
C -2.666 -2.301 3.326
C -3.943 -1.505 2.906
C -3.687 -0.124 2.327
O -3.085 0.669 3.389
C -3.113 2.021 2.954
N -4.871 -2.178 2.007
H -2.222 -1.735 4.095
H -1.914 -2.433 2.540
H -3.027 -3.210 3.706
H -4.461 -1.312 3.833
H -4.588 0.377 2.016
H -2.979 -0.122 1.497
H -2.530 2.681 3.629
H -4.120 2.453 3.100
H -2.756 2.141 1.943
H -4.428 -2.467 1.130
H -5.115 -3.088 2.392
C -5.216 7.452 0.383
C -4.524 6.190 0.811
C -3.020 6.382 0.797
O -2.493 5.079 1.091
C -1.068 5.185 1.323
N -5.000 5.635 2.081
H -4.850 7.788 -0.594
H -5.044 8.259 1.085
H -6.295 7.285 0.387
H -4.752 5.442 0.055
H -2.741 7.162 1.565
H -2.632 6.767 -0.196
H -0.648 4.147 1.207
H -0.852 5.460 2.350
H -0.577 5.793 0.568
H -4.243 5.098 2.510
H -5.236 6.402 2.745
C -0.845 0.168 -0.236
C 0.268 0.726 0.565
O 0.440 2.135 0.339
O -0.571 0.085 -1.603
H -1.720 0.790 -0.013
H -1.002 -0.846 0.028
H 1.089 0.066 0.223
H 0.189 0.569 1.649
H 0.360 2.336 -0.601
H -0.207 1.008 -1.875
C 3.403 3.818 0.346
C 3.033 4.827 -0.777
O 1.611 4.845 -1.032
O 2.646 4.023 1.531
H 4.443 4.008 0.521
H 3.248 2.791 -0.048
H 3.453 4.538 -1.750
H 3.278 5.882 -0.595
H 1.162 4.801 -0.202
H 1.847 3.480 1.422
*
```